This record from OMol25 describes the molecule C15H25N5O4S. The level of theory is ωB97M-V/def2-TZVPD.

CARTESIAN COORDINATES (ANGSTROEM)
C  0.63  3.38  -0.09
N  -0.27  2.48  0.57
C  -0.07  1.70  1.68
N  -1.15  1.01  1.94
N  -2.08  1.32  1.02
C  -1.55  2.19  0.20
S  -2.32  2.82  -1.22
C  -3.53  1.47  -1.37
C  -2.76  0.15  -1.35
O  -1.63  0.09  -1.81
N  -3.38  -0.93  -0.85
C  -4.66  -0.98  -0.18
H  -5.27  -0.11  -0.38
C  -4.42  -1.15  1.33
O  -3.68  -2.32  1.58
C  -2.43  -2.27  0.94
C  -2.60  -2.12  -0.58
H  -1.63  -2.01  -1.07
H  -3.13  -2.99  -0.98
H  -1.92  -3.20  1.18
H  -1.85  -1.41  1.32
H  -5.37  -1.26  1.87
H  -3.87  -0.27  1.70
H  -5.19  -1.87  -0.55
H  -4.03  1.61  -2.33
H  -4.22  1.58  -0.54
C  1.21  1.57  2.42
N  1.94  0.40  1.96
C  2.72  0.46  0.85
O  3.10  1.50  0.36
O  3.00  -0.77  0.43
C  3.83  -0.98  -0.75
C  3.17  -0.34  -1.97
H  2.13  -0.66  -2.05
H  3.70  -0.63  -2.87
H  3.19  0.74  -1.89
C  3.87  -2.50  -0.90
H  2.86  -2.89  -1.04
H  4.28  -2.96  -0.01
H  4.48  -2.78  -1.76
C  5.23  -0.43  -0.52
H  5.19  0.65  -0.39
H  5.67  -0.88  0.37
H  5.86  -0.66  -1.38
H  1.54  -0.50  2.18
H  1.85  2.44  2.26
H  1.00  1.45  3.49
H  0.60  4.36  0.38
H  1.64  2.98  -0.06
H  0.32  3.48  -1.13

As for the SMILES: Cn1c(CNC(=O)OC(C)(C)C)nnc1SCC(=O)N1CCOCC1. As for the molecular weight: 371.5 g/mol. The calculation puts the lowest unoccupied orbital energy at 0.02447 hartree. The net charge is 0. The value obtained for the orbital gap is 9.2 eV. The relative energy (zero: lowest compared OMol25 entry of this formula, charge and spin) comes out at 19.1 kcal per mole. For the energy, the calculation gives -42437.343 eV.

---

This record from OMol25 describes a cluster of 2 separate species, H4O2 in total. The level of theory is ωB97M-V/def2-TZVPD.

CARTESIAN COORDINATES (ANGSTROEM)
H  0.72  -0.55  -0.54
H  1.46  0.77  -0.02
H  -1.41  -0.61  0.64
H  -0.91  0.70  0.09
O  1.50  -0.19  -0.02
O  -1.35  -0.12  -0.15

As for the SMILES: O.O. As for the molecular weight: 36.0 g/mol. The calculation puts the lowest unoccupied orbital energy at 0.02718 hartree. The net charge is 0. The value obtained for the orbital gap is 12.1 eV. The relative energy (zero: lowest compared OMol25 entry of this formula, charge and spin) comes out at 5.6 kcal per mole. For the energy, the calculation gives -4159.695 eV.

---

This record from OMol25 describes a cluster of 2 separate species, CH3ClFP in total. The level of theory is ωB97M-V/def2-TZVPD.

CARTESIAN COORDINATES (ANGSTROEM)
C  0.88  -0.28  -0.01
F  1.22  -1.21  0.88
P  -1.71  0.21  0.54
Cl  1.78  1.28  0.35
H  1.02  -0.67  -1.03
H  -2.09  -0.47  -0.56
H  -1.10  1.14  -0.18

As for the molecular weight: 100.5 g/mol. The calculation puts the lowest unoccupied orbital energy (alpha / beta) at -0.03959 / -0.03411 hartree. The net charge is 0. The value obtained for the orbital gap (alpha / beta) is 8.1 / 8.0 eV. The relative energy (zero: lowest compared OMol25 entry of this formula, charge and spin) comes out at 114.8 kcal per mole. For the energy, the calculation gives -25610.948 eV.

---

This record from OMol25 describes a structure of composition C46H43I2N10OP2STl. The level of theory is ωB97M-V/def2-TZVPD.

CARTESIAN COORDINATES (ANGSTROEM)
Tl  0.69  -0.22  1.31
N  -0.87  1.20  -1.40
P  -1.76  -0.02  -0.56
C  -3.41  0.15  -1.32
C  -4.47  0.56  -0.52
C  -5.75  0.67  -1.06
C  -5.96  0.37  -2.40
C  -4.90  -0.04  -3.20
C  -3.63  -0.15  -2.67
C  -1.08  -1.59  -1.30
C  -0.43  -1.58  -2.65
C  0.39  -2.57  -2.94
C  -0.61  -4.58  -1.97
C  -1.86  -3.97  -1.37
C  -2.12  -2.70  -1.16
P  0.20  2.06  -0.37
C  0.99  3.18  -1.58
C  1.56  4.39  -1.19
C  2.06  5.26  -2.14
C  2.01  4.94  -3.49
C  1.49  3.71  -3.88
C  0.99  2.83  -2.93
C  -0.81  3.23  0.60
C  -0.15  4.06  1.51
C  -0.86  5.02  2.22
C  -2.23  5.14  2.05
C  -2.89  4.29  1.17
C  -2.19  3.34  0.45
H  -1.42  1.79  -2.02
H  -4.30  0.78  0.52
H  -6.57  0.99  -0.44
H  -6.95  0.45  -2.82
H  -5.07  -0.28  -4.24
H  -2.81  -0.49  -3.30
H  -0.55  -0.75  -3.34
H  0.98  -2.65  -3.84
H  -0.32  -5.44  -1.36
H  -2.63  -4.71  -1.17
H  -3.09  -2.41  -0.77
H  1.61  4.66  -0.15
H  2.49  6.20  -1.82
H  2.38  5.63  -4.23
H  1.47  3.44  -4.93
H  0.59  1.88  -3.26
H  0.91  3.95  1.66
H  -0.33  5.66  2.91
H  -2.78  5.89  2.60
H  -3.96  4.38  1.04
H  -2.72  2.70  -0.24
S  4.30  -2.77  2.55
C  3.18  -2.90  3.83
C  2.03  -2.21  3.59
C  2.05  -1.56  2.34
C  3.22  -1.76  1.65
C  3.56  -1.20  0.34
C  4.74  -1.53  -0.33
C  5.00  -0.96  -1.57
C  4.07  -0.09  -2.12
C  2.93  0.18  -1.40
N  2.68  -0.34  -0.20
H  3.43  -3.49  4.70
H  1.21  -2.16  4.29
H  5.44  -2.21  0.13
H  5.92  -1.20  -2.09
H  4.23  0.36  -3.09
H  2.18  0.86  -1.79
N  -2.76  -0.50  2.65
C  -2.16  0.55  3.24
N  -2.92  1.30  4.02
C  -2.29  2.23  4.73
N  -3.00  3.01  5.54
N  -0.95  2.42  4.70
C  -0.29  1.68  3.85
N  -0.83  0.73  3.06
C  1.18  1.93  3.79
C  1.80  2.60  4.84
C  3.16  2.83  4.77
C  3.86  2.39  3.66
C  3.17  1.72  2.67
N  1.86  1.50  2.73
H  -3.70  -0.71  2.94
H  -2.19  -1.23  2.27
H  -3.98  2.86  5.64
H  -2.52  3.65  6.14
H  1.20  2.92  5.68
H  3.67  3.36  5.57
H  4.93  2.56  3.57
H  3.68  1.36  1.78
I  -1.01  -3.82  2.35
I  -2.51  -3.68  4.55
N  -0.01  -1.96  -0.32
C  0.75  -2.95  -0.48
N  0.58  -3.63  -1.96
C  -1.04  -5.01  -3.39
C  -0.07  -5.89  -4.18
O  1.23  -5.34  -4.28
C  1.98  -5.49  -3.10
C  1.90  -4.31  -2.13
H  -1.26  -4.12  -3.96
H  -1.97  -5.57  -3.28
H  -0.44  -6.00  -5.20
H  -0.02  -6.89  -3.73
H  3.02  -5.60  -3.39
H  1.67  -6.41  -2.59
H  2.60  -3.53  -2.42
H  2.20  -4.66  -1.15

As for the molecular weight: 1304.1 g/mol. The calculation puts the lowest unoccupied orbital energy at -0.20775 hartree. The net charge is +2. The value obtained for the orbital gap is 7.0 eV. The relative energy (zero: lowest compared OMol25 entry of this formula, charge and spin) comes out at 19.1 kcal per mole. For the energy, the calculation gives -115642.804 eV.

---

This record from OMol25 describes a cluster of 13 separate species, C55H76N9O14 in total. The level of theory is ωB97M-V/def2-TZVPD.

CARTESIAN COORDINATES (ANGSTROEM)
C  -1.08  -2.61  4.17
C  -0.73  -2.58  2.68
C  -0.53  -1.23  2.06
N  -0.50  -1.16  0.52
C  -0.75  0.36  0.19
C  -0.50  0.82  -1.25
C  0.95  0.45  -1.61
C  1.07  -1.05  -1.51
C  0.86  -1.55  -0.07
C  -1.61  -1.94  -0.20
H  -0.26  -2.21  4.76
H  -1.23  -3.62  4.54
H  -1.89  -1.94  4.45
H  -1.56  -3.09  2.18
H  0.19  -3.16  2.64
H  0.23  -0.63  2.56
H  -1.46  -0.71  2.28
H  -0.04  0.87  0.84
H  -1.73  0.54  0.63
H  -0.51  1.91  -1.34
H  -1.23  0.30  -1.87
H  1.69  0.93  -0.96
H  1.03  0.88  -2.60
H  1.99  -1.41  -1.98
H  0.31  -1.42  -2.19
H  1.57  -1.18  0.67
H  0.91  -2.63  0.07
H  -2.56  -1.94  0.32
H  -1.25  -2.97  -0.31
H  -1.74  -1.69  -1.26
C  -1.64  2.87  2.28
O  -0.53  2.53  2.42
N  -2.65  2.67  3.13
N  -2.02  3.62  1.30
H  -2.39  2.07  3.90
H  -3.58  2.66  2.74
H  -2.99  3.85  1.42
H  -1.45  4.08  0.60
C  -0.08  3.48  -4.60
O  0.21  4.13  -3.63
N  -1.15  3.52  -5.17
N  0.67  2.64  -5.22
H  -1.28  3.06  -6.06
H  -1.90  4.11  -4.83
H  0.41  2.41  -6.17
H  1.59  2.38  -4.87
C  -5.96  1.14  -3.47
C  -5.76  -0.11  -2.83
C  -5.00  -0.24  -1.66
C  -4.37  0.83  -1.09
C  -4.43  2.09  -1.73
C  -5.20  2.17  -2.90
O  -5.44  3.44  -3.41
O  -4.97  -1.41  -1.04
H  -6.60  1.36  -4.30
H  -6.38  -0.86  -3.30
H  -3.92  0.66  -0.13
H  -3.96  2.96  -1.29
H  -6.11  3.41  -4.10
H  -5.43  -2.14  -1.46
C  1.23  3.83  6.15
C  1.11  3.25  4.92
C  1.95  2.24  4.52
C  2.99  1.76  5.33
C  3.18  2.43  6.57
C  2.31  3.47  6.91
O  2.68  4.26  7.93
O  1.69  1.51  3.35
H  0.58  4.59  6.55
H  0.29  3.63  4.33
H  3.65  0.94  5.09
H  3.94  2.12  7.27
H  2.20  5.09  7.84
H  0.82  1.73  3.02
C  1.66  4.85  0.85
C  2.79  5.47  1.31
C  3.60  6.12  0.43
C  3.25  6.29  -0.90
C  2.19  5.58  -1.42
C  1.40  4.85  -0.55
O  0.32  4.11  -1.08
O  4.71  6.63  1.01
H  1.10  4.27  1.57
H  2.95  5.39  2.37
H  3.83  6.86  -1.62
H  1.73  5.84  -2.37
H  0.27  4.22  -2.03
H  4.66  7.59  1.00
C  4.71  -4.30  -4.70
C  3.73  -5.10  -4.15
C  3.20  -4.75  -2.90
C  3.72  -3.73  -2.16
C  4.69  -2.96  -2.74
C  5.20  -3.23  -4.01
O  6.20  -2.53  -4.58
O  2.20  -5.50  -2.38
H  5.14  -4.54  -5.66
H  3.35  -5.99  -4.62
H  3.23  -3.67  -1.20
H  5.05  -2.07  -2.23
H  6.27  -2.71  -5.52
H  1.76  -6.17  -2.91
C  5.32  -0.13  0.55
C  6.16  0.39  -0.44
C  5.93  1.65  -0.85
C  4.83  2.41  -0.44
C  4.09  1.88  0.59
C  4.33  0.62  1.08
O  3.65  0.06  2.11
O  6.82  2.20  -1.78
H  5.65  -1.10  0.90
H  7.02  -0.16  -0.79
H  4.70  3.44  -0.74
H  3.28  2.41  1.07
H  2.95  0.64  2.43
H  6.75  3.15  -1.85
C  -1.49  -5.80  -1.14
C  -2.88  -6.01  -1.05
C  -3.55  -6.04  0.22
C  -2.82  -5.83  1.43
C  -1.44  -5.56  1.27
C  -0.79  -5.56  0.05
O  0.58  -5.26  0.00
O  -4.89  -6.21  0.30
H  -0.94  -5.87  -2.06
H  -3.49  -6.12  -1.93
H  -3.26  -5.99  2.40
H  -0.81  -5.34  2.12
H  0.90  -5.33  -0.90
H  -5.32  -5.52  -0.21
C  -2.61  0.39  -4.68
C  -1.43  -0.27  -5.17
N  -0.53  -0.84  -5.59
H  -2.90  -0.08  -3.74
H  -3.44  0.39  -5.38
H  -2.23  1.34  -4.31
C  -3.99  -4.32  -5.27
C  -3.04  -3.72  -4.30
N  -2.30  -3.24  -3.53
H  -4.46  -3.56  -5.88
H  -4.76  -4.89  -4.75
H  -3.42  -5.09  -5.78
C  0.36  -0.17  6.73
C  -0.72  0.58  6.15
N  -1.59  1.12  5.70
H  0.39  0.16  7.77
H  1.29  -0.09  6.16
H  0.32  -1.25  6.76
C  -4.22  -0.96  4.72
C  -4.07  -0.47  3.34
N  -3.99  -0.13  2.24
H  -5.27  -0.90  5.01
H  -3.53  -0.37  5.31
H  -3.97  -2.02  4.68

As for the molecular weight: 1087.3 g/mol. The calculation puts the lowest unoccupied orbital energy at -0.07039 hartree. The net charge is +1. The value obtained for the orbital gap is 7.3 eV. For the energy, the calculation gives -100335.588 eV.

---

This record from OMol25 describes a structure of composition C4H4FNS2. The level of theory is ωB97M-V/def2-TZVPD.

CARTESIAN COORDINATES (ANGSTROEM)
C  -0.93  -0.39  -0.17
C  -0.33  -1.55  -0.32
C  1.13  -1.38  -0.20
C  1.36  -0.02  -0.09
H  -2.43  1.31  1.18
H  -0.83  -2.44  -0.59
H  1.87  -2.08  -0.21
H  0.54  2.70  0.87
N  0.07  0.67  -0.20
F  2.50  0.61  0.13
S  -2.67  0.06  -0.02
S  -0.27  2.50  -0.36

As for the molecular weight: 149.2 g/mol. The calculation puts the lowest unoccupied orbital energy at -0.00589 hartree. The net charge is 0. The value obtained for the orbital gap is 8.1 eV. The relative energy (zero: lowest compared OMol25 entry of this formula, charge and spin) comes out at 75.0 kcal per mole. For the energy, the calculation gives -30087.165 eV.

---

This record from OMol25 describes a cluster of 3 separate species, C28H51Cl2N4O3S in total. The level of theory is ωB97M-V/def2-TZVPD.

CARTESIAN COORDINATES (ANGSTROEM)
C  -4.45  -1.36  -2.64
C  -3.68  -0.06  -2.93
Cl  -4.79  0.95  -3.93
C  -3.49  0.71  -1.59
N  -2.09  0.90  -1.20
C  -1.15  -0.06  -1.19
N  -0.02  0.45  -0.76
C  -0.20  1.75  -0.50
N  0.73  2.59  -0.04
C  2.05  2.04  0.24
O  3.02  3.08  0.22
C  4.25  2.54  -0.20
C  4.87  1.55  0.53
C  6.05  1.00  0.12
C  6.64  1.46  -1.09
C  6.00  2.47  -1.75
C  4.81  3.03  -1.33
N  -1.50  2.03  -0.79
C  -2.13  3.34  -0.62
C  -3.13  3.29  0.57
C  -2.52  2.72  1.87
C  -3.55  1.82  2.59
S  -2.65  0.68  3.68
O  -3.56  0.02  4.55
O  -1.89  -0.16  2.82
Cl  -1.36  1.87  4.72
H  -5.27  -1.09  -1.97
H  -4.88  -1.78  -3.55
H  -3.84  -2.10  -2.11
H  -2.73  -0.25  -3.44
H  -3.98  0.15  -0.78
H  -4.02  1.66  -1.65
H  -1.29  -1.09  -1.49
H  0.49  3.55  0.14
H  2.04  1.59  1.25
H  2.33  1.27  -0.48
H  4.39  1.22  1.44
H  6.54  0.22  0.69
H  7.56  1.07  -1.51
H  6.41  2.85  -2.68
H  4.31  3.83  -1.86
H  -2.71  3.58  -1.52
H  -1.41  4.14  -0.49
H  -3.51  4.30  0.74
H  -3.99  2.67  0.29
H  -2.28  3.53  2.57
H  -1.61  2.14  1.72
H  -4.25  2.38  3.21
H  -4.09  1.16  1.89
C  -8.12  -3.00  -4.38
C  -8.29  -2.44  -2.97
C  -8.11  -3.48  -1.87
C  -9.12  -4.63  -1.90
C  -10.58  -4.21  -1.81
C  -10.93  -3.48  -0.51
H  -8.86  -3.76  -4.60
H  -8.22  -2.21  -5.12
H  -7.12  -3.45  -4.50
H  -9.27  -1.96  -2.89
H  -7.55  -1.64  -2.82
H  -8.15  -2.98  -0.90
H  -7.10  -3.91  -1.95
H  -8.89  -5.31  -1.06
H  -8.98  -5.22  -2.80
H  -11.20  -5.10  -1.89
H  -10.85  -3.57  -2.66
H  -10.71  -4.12  0.36
H  -11.99  -3.23  -0.48
H  -10.37  -2.55  -0.40
C  9.85  1.98  1.55
C  9.84  0.49  1.26
C  9.10  -0.33  2.30
C  9.67  -0.28  3.72
C  11.13  -0.73  3.84
C  11.35  -2.19  3.45
H  10.36  2.21  2.48
H  10.36  2.52  0.75
H  8.83  2.37  1.61
H  10.87  0.12  1.16
H  9.36  0.32  0.29
H  9.05  -1.37  1.97
H  8.06  0.02  2.34
H  9.05  -0.90  4.37
H  9.58  0.74  4.11
H  11.44  -0.60  4.88
H  11.78  -0.08  3.25
H  10.74  -2.85  4.06
H  12.39  -2.46  3.59
H  11.10  -2.36  2.40

As for the molecular weight: 594.7 g/mol. The calculation puts the lowest unoccupied orbital energy at -0.10613 hartree. The net charge is +1. The value obtained for the orbital gap is 8.6 eV. For the energy, the calculation gives -77839.293 eV.

---

This record from OMol25 describes a structure of composition C16H13ClN4O3S3. The level of theory is ωB97M-V/def2-TZVPD.

CARTESIAN COORDINATES (ANGSTROEM)
O  1.66  -0.97  -0.67
O  2.18  1.96  2.54
O  -0.01  2.05  3.85
Cl  -4.34  -0.56  2.08
N  -3.18  4.05  0.17
N  -1.84  3.46  2.27
S  -3.32  4.14  1.85
S  3.68  -4.70  0.86
C  1.30  -1.72  0.21
C  -2.50  -1.70  0.32
C  -1.13  -2.07  -0.04
C  -1.62  -0.18  1.98
C  -0.37  2.45  -1.48
C  0.41  2.23  -0.30
C  -2.74  -0.77  1.37
C  -0.08  -1.43  0.66
C  -0.34  -0.48  1.59
C  -1.60  3.11  -1.30
C  -0.03  2.48  0.96
C  -2.10  3.43  -0.02
C  -1.37  2.99  1.10
N  2.16  -2.69  0.75
N  0.78  0.17  2.16
C  3.46  -2.96  0.22
C  2.11  -4.81  1.83
C  1.78  -3.39  1.93
S  0.70  1.88  2.50
H  -3.33  -2.12  -0.16
H  -0.90  -2.91  -0.72
H  -1.69  0.70  2.76
H  -0.04  2.20  -2.48
H  1.32  1.82  -0.49
H  -2.15  3.44  -2.19
H  1.66  0.11  1.61
H  3.42  -2.86  -0.93
H  4.26  -2.26  0.62
H  2.18  -5.24  2.83
H  1.27  -5.29  1.20
H  2.41  -2.84  2.74
H  0.70  -3.34  2.12

As for the molecular weight: 441.0 g/mol. The calculation puts the lowest unoccupied orbital energy at -0.05694 hartree. The net charge is 0. The value obtained for the orbital gap is 7.5 eV. The relative energy (zero: lowest compared OMol25 entry of this formula, charge and spin) comes out at 54.7 kcal per mole. For the energy, the calculation gives -73930.273 eV.